Below is a structure of composition C33H31BLaN12O5, with properties calculated with ωB97M-V/def2-TZVPD.

Summary:
HOMO (spin up / spin down) = -7.3 / -7.3 eV
<S²> = 0.80
2S+1 = 2

Last column: Löwdin spin population.
Atoms and positions in Å:
La1 -0.03 -0.09 0.06  0.03
C1 1.11 0.66 -4.56  0.00
C2 1.33 0.75 -3.18  0.00
N1 0.33 0.20 -2.50  0.00
N2 -0.56 -0.24 -3.42  0.00
C3 -0.10 0.01 -4.66  0.00
B1 -1.84 -1.02 -2.99  0.00
N3 -1.38 -2.33 -2.28  0.00
C4 -1.58 -3.63 -2.59  0.00
C5 -0.97 -4.40 -1.62  0.00
C6 -0.41 -3.48 -0.74  0.00
N4 -0.65 -2.23 -1.14  0.00
N5 -2.68 -0.14 -2.00  0.00
C7 -4.03 -0.10 -1.93  0.00
C8 -4.39 0.86 -1.02  0.00
C9 -3.17 1.37 -0.55  0.00
N6 -2.15 0.76 -1.13  0.00
N7 -2.71 -1.23 -4.23  0.00
C10 -3.21 -0.20 -4.96  0.00
C11 -4.07 -0.72 -5.89  0.00
C12 -4.04 -2.11 -5.65  0.00
N8 -3.24 -2.41 -4.64  0.00
H1 1.74 1.01 -5.36  0.00
H2 2.16 1.19 -2.65  0.00
H3 -0.66 -0.30 -5.53  0.00
H4 -2.14 -3.90 -3.46  0.00
H5 -0.94 -5.48 -1.56  0.00
H6 0.14 -3.66 0.17  0.00
H7 -4.64 -0.74 -2.55  0.00
H8 -5.39 1.15 -0.73  0.00
H9 -2.99 2.14 0.18  0.00
H10 -2.93 0.82 -4.76  0.00
H11 -4.63 -0.19 -6.64  0.00
H12 -4.58 -2.89 -6.16  0.00
O1 -1.91 2.63 3.46  0.00
C13 -1.05 1.97 2.69  0.00
O2 -0.94 2.16 1.50  0.00
C14 -0.24 0.95 3.45  0.01
O3 0.82 0.49 2.66  0.00
C15 1.93 1.39 2.58  0.00
C16 2.65 1.17 1.23  0.00
O4 3.86 0.99 1.24  0.00
O5 1.85 1.21 0.22  0.00
H13 -2.42 3.23 2.90  0.00
H14 0.10 1.36 4.40  0.00
H15 -0.91 0.10 3.64  0.00
H16 1.58 2.43 2.60  0.00
H17 2.63 1.21 3.40  0.00
N9 -1.55 -0.92 1.50  0.46
C17 -1.99 -2.06 1.99  0.03
C18 -1.15 -2.97 2.72  0.14
C19 -1.62 -4.17 3.21  -0.01
C20 -2.95 -4.54 3.01  0.18
C21 -3.81 -3.68 2.31  -0.01
C22 -3.36 -2.48 1.82  0.14
H18 -0.11 -2.69 2.86  0.01
H19 -0.95 -4.83 3.75  0.00
H20 -3.32 -5.48 3.39  0.01
H21 -4.85 -3.98 2.15  0.00
H22 -4.01 -1.81 1.27  0.01
C23 4.16 -2.43 -0.14  0.00
C24 2.89 -1.93 -0.32  0.00
N10 2.05 -1.70 0.70  0.00
C25 2.47 -1.98 1.93  0.00
C26 3.71 -2.53 2.21  0.00
C27 4.57 -2.75 1.15  0.00
C28 4.11 -2.82 3.61  0.00
C29 3.85 -3.92 4.31  0.00
C30 3.05 -5.10 3.91  0.00
C31 3.05 -6.23 4.71  0.00
C32 2.26 -7.29 4.32  0.00
N11 1.50 -7.26 3.23  0.00
C33 1.57 -6.13 2.52  0.00
N12 2.29 -5.05 2.80  0.00
H23 4.81 -2.58 -0.99  0.00
H24 2.53 -1.69 -1.31  0.00
H25 1.79 -1.76 2.74  0.00
H26 5.56 -3.17 1.32  0.00
H27 4.67 -2.03 4.10  0.00
H28 4.26 -3.99 5.31  0.00
H29 3.66 -6.29 5.60  0.00
H30 2.22 -8.21 4.91  0.00
H31 0.96 -6.08 1.63  0.00